Here is the ion C6H18NO2Si2 with charge +1 in a non-equilibrium geometry from the OMol25 dataset. Energies are from ωB97M-V with the def2-TZVPD basis set.

Bonds (Å) are listed after each position.
Element x y z (Å)
1 C -2.03918 1.31609 1.21811  Si10 1.869, H12 1.081, H13 1.027, H14 1.074
2 C -2.28085 0.64229 -2.03029  Si10 2.024, H15 1.078, H16 1.037, H17 1.109
3 C -3.58434 -1.39090 -0.03439  Si10 1.879, H18 1.062, H19 1.072, H20 1.134
4 C 2.85714 -0.55737 -1.62456  Si11 1.948, H21 1.058, H22 1.103, H23 1.116
5 C 2.50606 1.80470 0.63457  Si11 1.953, H24 1.112, H25 1.120, H26 1.082
6 C 2.38045 -1.46981 1.59181  Si11 1.998, H27 1.072, H28 1.123, H29 1.043
7 N -0.46610 -0.76410 0.04512  O8 1.146, O9 1.289, Si10 2.061
8 O -0.18095 -1.83492 -0.24592  N7 1.146
9 O 0.43296 0.15449 0.13956  N7 1.289, Si11 1.840
10 Si -2.36052 0.03307 -0.10229  C1 1.869, C2 2.024, C3 1.879, N7 2.061
11 Si 2.25834 -0.07540 0.16575  C4 1.948, C5 1.953, C6 1.998, O9 1.840
12 H -2.02425 0.79634 2.16566  C1 1.081
13 H -1.17558 1.87196 1.19493  C1 1.027
14 H -2.90351 1.92232 1.41366  C1 1.074
15 H -1.56040 1.36236 -2.38331  C2 1.078
16 H -2.02048 -0.11983 -2.68362  C2 1.037
17 H -3.23820 1.10124 -2.35134  C2 1.109
18 H -3.16367 -2.14853 -0.64801  C3 1.062
19 H -3.85917 -1.69133 0.95765  C3 1.072
20 H -4.47056 -0.92451 -0.56670  C3 1.134
21 H 2.65755 -1.49932 -2.06399  C4 1.058
22 H 2.32462 0.17776 -2.25178  C4 1.103
23 H 3.95016 -0.37488 -1.75670  C4 1.116
24 H 3.15150 1.84544 1.53872  C5 1.112
25 H 3.03401 2.11008 -0.30470  C5 1.120
26 H 1.56409 2.32554 0.74901  C5 1.082
27 H 3.29446 -1.26215 2.11225  C6 1.072
28 H 1.61382 -1.81072 2.33890  C6 1.123
29 H 2.54825 -2.38803 1.12570  C6 1.043

Relative energy (zero: lowest compared OMol25 entry of this formula, charge and spin) = 0.000 eV
Net charge = +1
Structure (SMILES) = C[Si](C)(C)O[N+](=O)[Si](C)(C)C
Largest force on an atom = 3.74 eV Å⁻¹
Electronic energy = -27846.3943 eV
HOMO-LUMO gap = 0.363 Eh